Record 1
{"formula": "C27H24BrF6IN7O9S4Yb", "method": "ωB97M-V/def2-TZVPD", "symbols": ["Yb", "F", "C", "F", "F", "S", "O", "O", "N", "S", "O", "O", "C", "F", "F", "F", "O", "C", "C", "O", "C", "C", "O", "C", "O", "O", "C", "C", "N", "C", "C", "S", "C", "C", "S", "C", "N", "C", "H", "H", "H", "H", "H", "H", "H", "H", "Br", "C", "C", "C", "C", "C", "C", "I", "H", "H", "H", "H", "C", "N", "C", "N", "C", "N", "C", "N", "C", "C", "H", "H", "H", "H", "H", "H", "H", "H", "H", "H", "H", "H"], "positions_angstrom": [[0.797, 0.711, 0.587], [1.932, 2.941, 4.425], [2.520, 3.669, 3.499], [3.838, 3.600, 3.628], [2.120, 4.923, 3.562], [2.045, 2.955, 1.879], [2.503, 1.564, 1.887], [0.619, 3.091, 1.722], [2.898, 3.824, 0.862], [2.772, 3.224, -0.589], [3.029, 4.122, -1.657], [1.611, 2.333, -0.705], [4.161, 1.958, -0.684], [3.697, 0.738, -0.325], [4.585, 1.868, -1.936], [5.165, 2.272, 0.111], [-4.221, 2.537, 3.318], [-3.227, 2.178, 2.765], [-2.976, 2.181, 1.250], [-3.732, 2.585, 0.402], [-1.667, 1.556, 1.061], [-1.132, 1.124, 2.324], [-0.045, 0.426, 2.423], [-1.985, 1.569, 3.428], [-1.775, 1.472, 4.609], [-1.057, 1.349, -0.063], [0.573, 1.378, -3.269], [1.193, 0.081, -2.853], [1.309, -0.356, -1.628], [1.951, -1.587, -1.576], [2.297, -2.085, -2.786], [1.844, -0.997, -4.019], [2.330, -2.147, -0.271], [2.949, -3.329, -0.057], [3.363, -3.479, 1.593], [2.649, -1.953, 1.926], [2.158, -1.377, 0.868], [2.602, -1.390, 3.310], [-0.196, 1.674, -2.556], [0.143, 1.296, -4.266], [1.327, 2.165, -3.287], [2.796, -3.017, -3.006], [3.171, -4.109, -0.769], [3.512, -0.820, 3.516], [2.523, -2.191, 4.043], [1.750, -0.718, 3.411], [0.063, -4.203, 2.676], [-1.328, -3.079, 3.295], [-1.812, -3.296, 4.579], [-2.881, -2.547, 5.048], [-3.470, -1.595, 4.234], [-2.982, -1.381, 2.956], [-1.891, -2.098, 2.484], [-1.291, -1.681, 0.507], [-1.358, -4.061, 5.194], [-3.261, -2.725, 6.046], [-4.310, -1.010, 4.590], [-3.464, -0.659, 2.308], [-1.705, -1.624, -3.582], [-2.617, -1.677, -4.728], [-3.340, -2.955, -4.666], [-4.089, -3.106, -3.413], [-3.139, -3.027, -2.301], [-2.400, -1.755, -2.297], [-3.386, -0.655, -2.203], [-4.335, -0.686, -3.318], [-3.593, -0.588, -4.576], [-5.027, -1.979, -3.296], [-1.196, -0.662, -3.594], [-0.972, -2.429, -3.672], [-2.616, -3.769, -4.745], [-4.032, -3.014, -5.507], [-2.421, -3.847, -2.374], [-3.675, -3.118, -1.354], [-2.856, 0.300, -2.183], [-3.937, -0.762, -1.267], [-3.070, 0.368, -4.610], [-4.299, -0.634, -5.407], [-5.731, -2.018, -4.129], [-5.576, -2.073, -2.359]], "forces_ev_per_angstrom": [[1.838, -1.686, -1.618], [-0.063, -0.010, 0.157], [0.240, 0.011, -0.154], [-0.002, 0.039, 0.099], [-0.014, 0.060, 0.068], [0.293, 0.827, 0.140], [0.147, 0.224, 0.445], [0.365, 0.036, 0.229], [-0.361, 0.007, -0.148], [0.848, -0.653, -0.286], [-0.161, 0.239, 0.318], [0.344, 0.852, -0.543], [-0.230, -0.222, 0.004], [0.255, 0.305, -0.148], [0.046, 0.042, -0.068], [0.098, 0.069, 0.006], [-0.369, 0.149, 0.227], [0.440, -0.201, -0.268], [0.111, -0.030, 0.260], [-0.158, 0.072, -0.185], [0.006, -0.308, 1.996], [-1.832, 0.716, -1.128], [-0.105, -0.115, 1.614], [-0.049, 0.134, -0.490], [0.036, -0.072, 0.405], [-0.891, 0.572, -0.809], [0.010, -0.112, 0.107], [-0.056, 0.060, -0.199], [0.025, -0.279, 0.385], [0.058, 0.208, 0.150], [0.020, -0.189, -0.150], [-0.067, 0.052, 0.014], [-0.062, 0.207, -0.022], [0.091, -0.263, -0.009], [0.003, 0.039, 0.035], [0.053, -0.079, 0.281], [-0.204, 0.225, -0.415], [0.085, 0.060, -0.143], [-0.039, -0.023, 0.007], [-0.018, -0.020, 0.004], [0.023, 0.009, -0.014], [0.010, 0.141, 0.028], [0.032, 0.114, 0.058], [-0.040, -0.042, -0.031], [-0.022, 0.002, 0.017], [-0.045, -0.051, 0.004], [0.020, 0.039, 0.016], [-0.119, 0.162, -0.082], [-0.006, -0.021, -0.075], [0.039, -0.040, 0.064], [-0.062, 0.031, 0.001], [-0.121, 0.016, -0.021], [0.259, -0.099, -0.035], [-0.809, -1.336, 0.184], [-0.016, 0.020, -0.008], [0.046, 0.027, -0.033], [0.041, -0.023, -0.028], [0.051, -0.009, 0.047], [-0.278, -0.067, 0.035], [0.028, -0.023, -0.009], [0.002, 0.164, 0.176], [-0.032, -0.057, 0.011], [0.085, 0.167, -0.071], [-0.043, 0.185, -0.330], [0.031, -0.213, -0.117], [-0.060, 0.024, 0.025], [0.019, -0.166, 0.134], [0.247, 0.010, -0.016], [0.061, 0.054, -0.020], [0.044, 0.000, -0.003], [-0.008, -0.037, -0.026], [-0.018, 0.003, -0.008], [-0.031, -0.015, -0.024], [-0.025, -0.017, -0.002], [-0.014, 0.021, -0.013], [0.027, 0.044, 0.027], [0.021, 0.030, 0.012], [-0.018, 0.024, -0.035], [-0.028, -0.013, -0.005], [-0.022, 0.001, 0.001]], "s_squared": 0.751, "gap_ev": [7.168, 7.179], "spin_multiplicity": 2, "de_lowest_kcal_mol": 35.20}



Record 2
{"formula": "C27H24ClSi", "method": "ωB97M-V/def2-TZVPD", "symbols": ["C", "C", "C", "C", "C", "C", "C", "C", "C", "C", "C", "C", "C", "C", "C", "C", "C", "C", "C", "H", "H", "H", "H", "H", "H", "H", "H", "H", "H", "H", "H", "H", "H", "Si", "C", "C", "C", "C", "C", "C", "Cl", "C", "C", "H", "H", "H", "H", "H", "H", "H", "H", "H", "H"], "positions_angstrom": [[0.283, -1.160, 0.029], [0.611, -2.170, -1.076], [-0.175, -2.109, -2.235], [0.060, -2.942, -3.326], [1.055, -3.917, -3.315], [1.873, -3.975, -2.193], [1.644, -3.157, -1.059], [1.179, -1.206, 1.249], [0.407, -1.119, 2.436], [0.998, -1.077, 3.711], [2.396, -1.231, 3.822], [3.146, -1.331, 2.639], [2.563, -1.358, 1.352], [-1.024, -1.213, 2.071], [-1.096, -1.407, 0.671], [-2.290, -1.895, 0.129], [-3.428, -1.953, 0.972], [-3.383, -1.678, 2.351], [-2.155, -1.277, 2.884], [-0.978, -1.375, -2.234], [-0.584, -2.838, -4.194], [1.259, -4.546, -4.194], [2.729, -4.666, -2.179], [2.311, -3.256, -0.206], [0.327, -0.947, 4.564], [2.859, -1.170, 4.827], [4.221, -1.455, 2.738], [3.174, -1.469, 0.456], [-2.354, -2.175, -0.930], [-4.378, -2.251, 0.548], [-4.276, -1.693, 2.980], [-2.006, -1.070, 3.939], [0.251, -0.010, -0.484], [0.251, 1.528, -1.375], [1.984, 2.114, -1.961], [-0.835, 1.606, -2.963], [-0.380, 3.139, -0.448], [-0.429, 4.443, -0.939], [-0.894, 5.488, -0.160], [-1.330, 5.257, 1.141], [-1.909, 6.520, 2.145], [-1.289, 3.954, 1.640], [-0.819, 2.928, 0.839], [2.639, 2.168, -1.092], [2.369, 1.336, -2.614], [2.035, 3.058, -2.513], [-1.869, 1.397, -2.694], [-0.798, 2.536, -3.541], [-0.496, 0.809, -3.617], [-0.108, 4.670, -1.937], [-0.941, 6.486, -0.509], [-1.619, 3.756, 2.639], [-0.783, 1.898, 1.214]], "forces_ev_per_angstrom": [[-0.043, -3.381, 0.974], [0.552, -0.022, -0.769], [0.434, -0.098, 0.127], [-0.671, -0.012, -0.088], [0.346, 0.588, 0.091], [0.128, -0.013, 0.880], [-0.257, 0.626, -0.555], [0.265, 0.693, 0.597], [0.473, 0.364, 0.277], [-0.293, -0.276, -0.855], [-0.709, 0.776, -0.332], [0.099, -0.553, 0.055], [-0.175, 0.606, 0.530], [-0.152, 0.216, -0.485], [-0.664, 0.183, 0.233], [-0.132, 0.801, 0.241], [0.177, -0.362, 0.191], [0.575, 0.686, -0.947], [0.801, -0.297, 0.025], [0.098, -0.050, -0.446], [0.076, -0.032, 0.034], [-0.224, 0.336, 0.523], [-0.552, 0.309, 0.122], [-0.287, -0.064, -0.194], [0.487, -0.189, -0.074], [-0.168, -0.203, -0.932], [-0.148, 0.055, -0.160], [-0.002, 0.202, 0.370], [-0.205, 0.158, 0.643], [0.064, -0.105, -0.095], [0.284, -0.161, -0.346], [-0.308, -0.127, 0.001], [0.065, 0.287, -0.060], [-0.078, 5.178, -2.417], [0.102, -1.940, 0.809], [0.007, -1.918, 0.770], [0.164, -1.806, 0.459], [0.188, -0.184, -0.385], [-0.200, -0.480, 0.730], [0.264, -1.265, -0.075], [-0.038, 0.234, -0.017], [-0.048, 0.475, -0.131], [-0.176, -0.497, 0.763], [0.203, 0.138, -0.061], [0.374, -0.049, -0.184], [-0.753, -0.063, 0.274], [-0.141, 0.059, -0.141], [0.413, 0.162, 0.688], [-0.122, -0.166, -0.379], [0.140, 0.066, -0.375], [0.084, 0.751, -0.590], [-0.136, -0.051, 0.383], [-0.179, 0.420, 0.299]], "gap_ev": 5.410, "spin_multiplicity": 1, "charge": 1}



Total energy values, unit a.u., following the record order: -8326.193811; -1792.643956.